{"formula": "C48H123N5O16", "method": "the ωB97M-V functional and the def2-TZVPD basis", "symbols": ["C", "O", "C", "C", "N", "C", "C", "O", "C", "H", "H", "H", "H", "H", "H", "H", "H", "H", "H", "H", "H", "H", "H", "H", "C", "O", "C", "C", "N", "C", "C", "O", "C", "H", "H", "H", "H", "H", "H", "H", "H", "H", "H", "H", "H", "H", "H", "H", "C", "O", "C", "C", "N", "C", "C", "O", "C", "H", "H", "H", "H", "H", "H", "H", "H", "H", "H", "H", "H", "H", "H", "H", "C", "O", "C", "C", "N", "C", "C", "O", "C", "H", "H", "H", "H", "H", "H", "H", "H", "H", "H", "H", "H", "H", "H", "H", "C", "O", "C", "C", "N", "C", "C", "O", "C", "H", "H", "H", "H", "H", "H", "H", "H", "H", "H", "H", "H", "H", "H", "H", "C", "C", "C", "O", "H", "H", "H", "H", "H", "H", "H", "H", "C", "C", "C", "O", "H", "H", "H", "H", "H", "H", "H", "H", "C", "C", "C", "O", "H", "H", "H", "H", "H", "H", "H", "H", "C", "C", "C", "O", "H", "H", "H", "H", "H", "H", "H", "H", "C", "C", "C", "O", "H", "H", "H", "H", "H", "H", "H", "H", "C", "C", "C", "O", "H", "H", "H", "H", "H", "H", "H", "H"], "positions_angstrom": [[-5.270, 9.185, 1.524], [-6.394, 8.739, 2.333], [-6.074, 7.423, 2.899], [-5.875, 6.329, 1.857], [-4.485, 6.078, 1.507], [-4.273, 5.157, 0.411], [-4.324, 3.740, 0.828], [-4.009, 2.873, -0.271], [-3.778, 1.539, 0.068], [-5.460, 10.175, 1.107], [-5.077, 8.595, 0.629], [-4.360, 9.316, 2.109], [-6.868, 7.211, 3.616], [-5.137, 7.494, 3.452], [-6.492, 6.550, 0.986], [-6.268, 5.420, 2.313], [-4.112, 5.670, 2.352], [-3.304, 5.341, -0.054], [-4.928, 5.351, -0.437], [-5.371, 3.499, 1.015], [-3.712, 3.509, 1.700], [-4.563, 1.102, 0.685], [-2.876, 1.439, 0.672], [-3.658, 0.988, -0.865], [3.224, -9.058, -5.315], [2.645, -9.043, -4.027], [1.387, -8.392, -3.938], [1.434, -6.908, -4.158], [2.324, -6.288, -3.145], [2.771, -4.902, -3.617], [1.624, -3.965, -3.996], [0.879, -4.363, -5.170], [-0.386, -3.686, -5.337], [4.136, -9.654, -5.292], [3.522, -8.063, -5.644], [2.602, -9.499, -6.095], [1.007, -8.621, -2.943], [0.643, -8.779, -4.635], [0.439, -6.482, -4.025], [1.827, -6.722, -5.157], [3.103, -6.931, -3.143], [3.495, -4.971, -4.430], [3.375, -4.485, -2.811], [2.040, -2.964, -4.109], [1.005, -3.791, -3.116], [-0.125, -2.678, -5.661], [-0.961, -3.660, -4.411], [-0.879, -4.146, -6.193], [-5.412, 5.356, -4.249], [-5.191, 4.324, -5.214], [-5.461, 2.959, -4.729], [-4.429, 2.520, -3.652], [-3.068, 2.533, -4.191], [-2.098, 2.102, -3.167], [-0.585, 2.196, -3.560], [-0.283, 3.547, -3.764], [1.082, 3.894, -4.044], [-6.409, 5.235, -3.825], [-5.388, 6.345, -4.708], [-4.659, 5.263, -3.466], [-5.425, 2.218, -5.527], [-6.509, 2.862, -4.448], [-4.728, 1.552, -3.249], [-4.538, 3.220, -2.823], [-2.790, 3.463, -4.469], [-2.321, 1.108, -2.780], [-2.218, 2.784, -2.325], [-0.304, 1.604, -4.431], [0.000, 1.713, -2.777], [1.571, 3.199, -4.727], [1.708, 4.048, -3.166], [1.112, 4.886, -4.494], [1.937, -3.467, 3.411], [1.783, -3.271, 4.818], [2.538, -4.203, 5.586], [2.400, -4.151, 7.157], [2.940, -2.870, 7.703], [2.416, -1.577, 7.231], [2.843, -0.418, 8.074], [2.318, -0.658, 9.369], [2.388, 0.534, 10.176], [1.389, -2.707, 2.852], [1.481, -4.353, 2.970], [2.998, -3.400, 3.171], [3.591, -4.007, 5.382], [2.223, -5.212, 5.322], [2.908, -4.996, 7.622], [1.345, -4.178, 7.431], [2.910, -2.922, 8.711], [1.335, -1.606, 7.367], [2.665, -1.462, 6.177], [2.441, 0.470, 7.588], [3.930, -0.358, 8.023], [1.731, 1.326, 9.816], [3.400, 0.905, 10.337], [2.004, 0.228, 11.149], [2.425, 0.362, -6.283], [2.549, 0.518, -4.836], [3.852, 0.583, -4.340], [3.785, 1.110, -2.841], [5.123, 1.276, -2.338], [5.096, 1.677, -0.892], [6.382, 1.326, -0.116], [7.270, 2.436, -0.212], [8.128, 2.369, -1.297], [1.422, 0.044, -6.570], [3.035, -0.505, -6.534], [2.819, 1.170, -6.899], [4.409, 1.324, -4.913], [4.384, -0.368, -4.310], [3.363, 0.312, -2.229], [3.185, 2.019, -2.876], [5.666, 0.428, -2.419], [4.308, 1.150, -0.353], [4.853, 2.733, -0.776], [6.808, 0.374, -0.433], [6.198, 1.123, 0.939], [9.059, 1.888, -0.998], [8.321, 3.420, -1.513], [7.773, 1.884, -2.206], [-0.760, 4.080, 0.440], [0.412, 3.264, 0.954], [1.729, 3.474, 0.218], [0.654, 3.529, 2.328], [-1.565, 4.117, 1.175], [-1.177, 3.783, -0.522], [-0.513, 5.123, 0.246], [0.093, 2.222, 0.926], [2.035, 4.519, 0.273], [1.689, 3.303, -0.857], [2.543, 2.954, 0.723], [-0.105, 4.023, 2.647], [-1.323, -5.667, -1.798], [-0.450, -6.144, -0.638], [-0.025, -4.981, 0.342], [-1.166, -7.130, 0.154], [-2.302, -5.346, -1.441], [-1.466, -6.383, -2.607], [-0.870, -4.835, -2.336], [0.415, -6.634, -1.083], [0.608, -4.234, -0.137], [0.580, -5.434, 1.127], [-0.987, -4.633, 0.716], [-0.592, -7.283, 0.908], [-1.263, 1.780, 5.021], [-1.506, 0.571, 4.103], [-1.020, -0.750, 4.633], [-2.919, 0.550, 3.991], [-1.817, 1.747, 5.959], [-1.601, 2.741, 4.633], [-0.196, 1.846, 5.233], [-1.093, 0.778, 3.115], [-1.656, -1.091, 5.450], [-0.030, -0.542, 5.037], [-0.938, -1.494, 3.841], [-3.277, 1.424, 3.818], [3.050, 1.748, 4.863], [3.171, 1.255, 3.449], [3.923, -0.072, 3.343], [1.853, 1.077, 2.894], [2.638, 2.756, 4.906], [3.984, 1.923, 5.398], [2.346, 1.184, 5.475], [3.656, 2.009, 2.829], [3.333, -0.963, 3.556], [4.839, -0.145, 3.928], [4.162, -0.276, 2.299], [1.551, 1.986, 2.834], [-5.603, -1.634, -3.606], [-5.257, -2.201, -2.257], [-3.787, -2.458, -2.137], [-5.518, -1.173, -1.384], [-5.360, -2.432, -4.308], [-5.061, -0.751, -3.943], [-6.630, -1.281, -3.694], [-5.916, -3.062, -2.149], [-3.225, -1.543, -2.321], [-3.515, -3.182, -2.905], [-3.506, -2.840, -1.155], [-6.372, -0.770, -1.561], [0.953, -1.400, -1.467], [0.644, -0.567, -0.224], [-0.664, -1.155, 0.381], [1.736, -0.789, 0.686], [1.304, -2.403, -1.225], [1.636, -0.919, -2.167], [0.023, -1.435, -2.034], [0.512, 0.486, -0.475], [-0.845, -0.766, 1.383], [-0.612, -2.241, 0.461], [-1.541, -0.897, -0.213], [1.708, -0.217, 1.457]], "atomic_forces_ev_per_a": [[-0.66, 0.66, 0.02], [1.60, -0.97, -0.43], [0.16, 1.36, -0.66], [-0.88, -0.45, 0.36], [-0.10, 0.69, 0.11], [1.07, 0.73, -0.85], [-1.31, -1.99, -1.04], [0.34, 1.22, -0.05], [0.25, -0.23, 0.31], [-0.62, 0.14, 0.36], [-0.01, -0.59, 0.33], [0.08, -0.46, 0.19], [-0.09, -0.07, -0.29], [0.18, 0.19, 0.29], [0.15, 0.03, -0.16], [-0.54, -0.25, -0.03], [0.60, 0.03, 0.00], [0.40, 0.12, 0.23], [-0.54, -0.01, 0.29], [-0.19, -0.06, 0.89], [0.22, 0.07, 0.17], [-0.43, -0.06, -0.18], [0.44, -0.02, 0.03], [-0.13, -0.10, 0.19], [0.43, 0.09, -0.10], [-0.06, -0.11, -0.28], [-0.48, -0.17, 0.28], [0.69, 0.25, 0.87], [-0.43, 1.29, -1.19], [-0.23, -1.64, 0.22], [-0.04, 0.23, 0.10], [0.05, 0.00, 1.01], [1.84, 0.21, -0.33], [-0.05, -0.05, 0.34], [-0.07, 0.21, -0.05], [-0.46, -0.02, 0.10], [0.13, 0.04, 0.13], [0.12, -0.46, -0.35], [0.00, -0.16, -0.41], [-0.37, 0.24, -0.29], [0.62, 0.29, 0.33], [-0.15, -0.17, -0.55], [-0.40, 0.35, 0.23], [0.31, 0.24, -0.58], [-0.65, -0.59, 0.04], [-0.40, 0.44, 0.21], [-0.20, -0.15, -0.10], [-0.19, -0.26, 0.40], [-0.19, -1.13, -0.07], [-0.22, -1.08, -0.13], [0.80, 0.53, 0.11], [-0.79, 1.28, -0.64], [0.39, -1.25, 0.18], [0.77, 0.79, -0.25], [-1.03, -0.70, -0.11], [0.79, 0.97, 0.03], [-0.42, 0.22, -0.11], [-0.14, 0.02, 0.30], [0.31, -0.27, -0.29], [-0.02, 0.37, 0.22], [0.60, 0.63, -0.68], [-0.08, 0.40, 0.84], [0.28, -0.26, -0.19], [0.10, 0.02, 0.43], [-0.28, 0.19, -0.17], [-0.05, -0.20, -0.33], [0.17, 0.01, 0.55], [-0.36, -0.03, -0.49], [0.16, 0.29, 0.63], [-0.10, -0.25, 0.03], [-0.13, -0.59, 0.51], [-0.49, -0.07, -0.30], [-0.06, 0.48, 0.18], [-0.67, -0.19, 0.08], [0.09, -0.26, 1.08], [-0.69, 2.77, -1.22], [1.25, -0.63, -0.08], [-0.83, -1.65, 0.12], [0.21, -0.85, -0.56], [0.60, 1.66, 0.16], [-0.48, -1.15, 0.51], [0.22, 0.62, 0.46], [0.25, -0.75, 0.67], [0.08, -0.16, -0.32], [0.29, -0.40, -0.18], [0.30, -0.24, -0.34], [0.16, 0.11, -0.26], [-0.42, -0.47, -0.18], [-0.08, 0.22, 0.04], [-0.55, 0.14, -0.56], [-0.06, 0.20, 0.09], [-0.20, 0.34, 0.34], [0.32, 0.20, 0.59], [0.08, 0.06, -0.36], [0.16, -0.04, -0.34], [0.02, 0.07, 0.05], [1.07, -1.39, 1.09], [-1.30, 0.00, -1.25], [0.10, 1.36, 1.49], [0.29, -1.67, -1.84], [0.70, 1.64, 1.27], [0.17, -1.26, -0.07], [-0.44, 1.04, -0.32], [-0.75, -1.15, 0.73], [1.08, 0.85, -0.30], [-0.17, 0.62, 0.42], [0.23, -0.18, -0.23], [-0.25, 0.50, 0.39], [0.41, -0.06, -0.09], [-0.04, -0.35, -0.42], [-1.05, 0.20, -0.04], [0.17, 0.05, 0.47], [-0.19, -0.22, -0.06], [-0.55, -0.35, -0.12], [0.31, 0.09, -0.18], [0.34, -0.01, -0.60], [-0.35, 0.52, 0.13], [0.27, -0.11, -0.08], [0.39, -0.09, -0.42], [-0.50, -0.02, 0.13], [0.02, 0.94, -0.35], [-0.16, -0.35, -0.76], [0.04, 0.71, 0.06], [0.06, 0.58, 0.43], [-0.17, -0.32, 0.02], [0.05, -0.63, 0.14], [0.44, 0.21, 0.28], [0.19, -0.32, -0.33], [-0.27, 0.31, 0.27], [-0.09, -0.65, 0.09], [-0.11, -0.48, -0.31], [0.06, -0.01, 0.37], [-0.14, 0.16, 0.07], [0.25, 0.32, 0.28], [-0.41, -1.64, -1.26], [0.16, 0.64, -0.69], [-0.06, 0.01, 0.03], [-0.08, -0.54, 0.39], [0.23, 0.29, 0.39], [0.31, 0.12, 0.13], [-0.36, 0.15, -0.05], [-0.14, 0.08, 0.24], [0.33, 0.54, 0.29], [-0.09, -0.24, 0.17], [1.08, -0.18, 0.35], [-1.16, 1.82, 0.51], [0.37, 0.53, 0.16], [-1.22, -1.19, -0.55], [0.09, -0.72, 0.14], [0.14, -0.02, -0.73], [0.09, 0.31, 0.16], [0.40, -0.02, -0.10], [-0.04, -0.07, -0.11], [0.20, -0.42, -0.02], [-0.10, -0.06, 0.16], [0.26, 0.06, -0.05], [-0.33, 1.23, 0.83], [0.06, -1.05, 0.16], [-0.06, -0.43, -0.83], [0.70, -0.28, 0.23], [-0.33, 0.24, -0.45], [0.30, -0.67, -0.12], [0.27, -0.52, -0.12], [0.39, 0.07, 0.05], [-0.48, 0.29, 0.65], [-0.05, 0.34, 0.03], [0.32, 0.29, -0.21], [-0.89, 0.36, -0.18], [0.36, -0.47, -1.61], [-0.17, 1.32, -1.48], [0.32, -0.84, -0.21], [-0.48, 1.24, 2.66], [-0.53, 0.12, -0.62], [0.69, -0.04, 0.50], [-0.37, -0.65, 0.10], [0.24, -0.42, 0.60], [-0.12, 0.10, -0.02], [0.29, -0.15, 0.10], [-0.06, -0.06, -0.01], [-0.09, -0.12, -0.02], [-0.34, 0.95, -0.56], [-0.12, -1.86, 0.79], [0.32, 0.66, 0.14], [-0.03, -0.16, -0.88], [-0.10, 0.12, 0.14], [0.36, -0.01, 0.26], [-0.17, -0.44, -0.10], [0.11, 0.17, 0.01], [0.06, 0.10, 0.11], [0.16, 0.03, -0.08], [-0.01, 0.02, -0.19], [-0.31, 0.56, 0.32]], "mulliken_charge": [-0.632, -0.386, -0.560, -0.767, -0.143, -1.036, -0.613, 0.039, -0.171, 0.288, 0.192, 0.288, 0.314, 0.339, 0.441, 0.473, 0.275, 0.179, 0.478, 0.744, 0.140, 0.436, 0.043, -0.362, -0.644, -0.387, -0.684, -0.211, -0.322, -1.001, 0.729, -0.399, -0.246, 0.260, 0.233, 0.308, 0.262, 0.410, 0.018, 0.399, 0.303, 0.359, 0.489, 0.286, -0.512, 0.148, -0.007, 0.272, -0.542, -0.406, -0.744, 1.024, -0.361, 0.858, -0.034, -0.400, -0.480, 0.278, 0.318, 0.111, 0.382, 0.410, -0.440, -0.464, 0.388, -0.301, -0.498, 0.389, -0.041, 0.112, 0.127, 0.331, -0.819, -0.050, -0.616, -0.839, -0.451, 0.079, -0.467, -0.326, -0.798, -0.076, 0.463, 0.397, 0.365, 0.412, 0.418, 0.374, 0.305, 0.229, -0.122, 0.272, 0.346, 0.296, 0.307, 0.281, -1.067, 0.160, -1.108, 0.048, -0.203, 0.526, -0.732, -0.394, -0.670, 0.298, 0.381, 0.342, 0.367, 0.388, 0.234, -0.087, 0.341, -0.415, 0.221, 0.408, 0.249, 0.281, 0.243, 0.281, -1.029, 2.142, -0.925, -0.763, 0.371, -0.235, 0.373, -0.980, 0.554, -0.109, -0.038, 0.347, -1.193, 0.605, -0.842, -0.587, 0.466, 0.446, -0.085, 0.071, -0.021, 0.448, 0.305, 0.355, -1.308, 2.176, -0.869, -0.677, 0.411, 0.322, 0.070, -1.073, 0.494, -0.114, 0.224, 0.292, -1.190, 1.228, -1.447, 0.907, 0.459, 0.501, -0.204, 0.082, -0.045, 0.552, 0.201, -0.505, -1.575, 0.404, -0.520, -0.461, 0.413, 0.303, 0.480, 0.275, -0.297, 0.396, 0.290, 0.313, -1.241, 2.579, 0.936, -0.539, 0.107, -0.146, 0.363, -0.847, -0.457, -0.678, -0.326, -0.080], "homo_ha": -0.30269, "charge": 0, "e_lumo_ev": 0.24, "multiplicity": 1, "smiles": "COCCNCCOC.COCCNCCOC.COCCNCCOC.COCCNCCOC.COCCNCCOC.CC(C)O.CC(C)O.CC(C)O.CC(C)O.CC(C)O.CC(C)O", "total_energy_ev": -91971.385, "gap_ev": 8.4721, "e_above_lowest_ev": 4.9033}